Entry from the OMol25 dataset: a structure of composition C24H26N4SiTl at a distorted geometry (ωB97M-V/def2-TZVPD).

Atoms and positions in Å:
C 0.597 2.411 0.961
C -0.378 3.122 0.227
C -1.647 2.801 0.751
H -0.175 3.781 -0.629
C -1.465 1.883 1.826
C -0.070 1.634 1.946
H 0.388 0.967 2.668
H 1.674 2.405 0.782
H -2.605 3.184 0.410
H -2.253 1.510 2.476
Tl -2.746 -1.304 1.636
C -1.286 -1.489 -0.233
H -0.694 -0.786 0.420
H -1.026 -2.576 -0.243
H -2.213 -1.193 -0.798
Si 0.425 -0.068 -2.028
C 1.929 -0.307 -2.834
C 2.866 0.747 -2.781
H 2.585 1.716 -2.349
C 4.180 0.589 -3.262
H 4.892 1.416 -3.210
C 4.581 -0.645 -3.816
H 5.602 -0.770 -4.184
C 3.654 -1.686 -3.907
H 3.972 -2.640 -4.372
C 2.347 -1.526 -3.420
H 1.629 -2.344 -3.479
C -0.762 1.124 -2.755
C -0.271 1.869 -3.847
H 0.697 1.617 -4.288
C -1.012 2.953 -4.336
H -0.592 3.574 -5.143
C -2.261 3.263 -3.793
H -2.831 4.126 -4.159
C -2.793 2.472 -2.758
H -3.762 2.712 -2.323
C -2.039 1.402 -2.255
H -2.429 0.804 -1.425
H 0.815 0.418 -0.641
H -0.191 -1.347 -1.854
N -0.199 -1.229 5.541
C -0.840 -0.115 6.077
C -1.898 0.154 5.229
N -1.896 -0.755 4.177
C -0.859 -1.588 4.389
C -0.469 -2.722 3.559
N -1.027 -3.081 2.391
C -0.380 -4.233 1.972
C 0.575 -4.581 2.897
N 0.517 -3.609 3.887
H 0.629 -1.684 5.907
H -0.511 0.356 6.980
H -2.655 0.933 5.304
H -0.654 -4.710 1.048
H 1.272 -5.385 2.917
H 1.063 -3.565 4.743

Values from the calculation:
relative energy (zero: lowest compared OMol25 entry of this formula, charge and spin) = 0.646 eV
HOMO-LUMO gap (spin up / spin down) = 6.8 / 6.0 eV
LUMO level (spin up / spin down) = -3.668 / -4.370 eV
total energy = -43831.074 eV
total charge = +1

---

Entry from the OMol25 dataset: a structure of composition C8H16FN2O3Pt at a distorted geometry (ωB97M-V/def2-TZVPD).

Atoms and positions in Å:
Pt -2.305 0.532 -0.717
C 2.468 -0.386 -3.520
N 1.074 -0.094 -3.478
C 0.414 0.169 -4.712
C 0.348 -0.078 -2.332
O -0.869 0.176 -2.377
C 0.982 -0.354 -0.971
O -0.046 -0.108 -0.013
C 0.280 -0.282 1.366
C -0.987 0.081 2.137
O -2.023 0.320 1.492
N -1.006 0.156 3.493
C -2.228 0.493 4.143
C 0.127 -0.104 4.316
H 2.955 0.179 -4.324
H 2.651 -1.446 -3.766
H 2.987 -0.196 -2.582
H 0.966 0.904 -5.313
H -0.617 0.496 -4.569
H 0.388 -0.729 -5.353
H 1.833 0.317 -0.782
H 1.319 -1.402 -0.917
H 1.119 0.379 1.633
H 0.556 -1.329 1.568
H -3.017 0.753 3.436
H -2.085 1.313 4.862
H -2.595 -0.340 4.765
H 1.080 -0.039 3.793
H 0.081 -1.113 4.758
H 0.142 0.577 5.177
F -3.991 1.155 -1.214

Values from the calculation:
multiplicity = 5
relative energy (zero: lowest compared OMol25 entry of this formula, charge and spin) = 0.381 eV
<S²> = 6.05
HOMO-LUMO gap (spin up / spin down) = 10.2 / 5.3 eV
LUMO level (spin up / spin down) = -10.498 / -15.170 eV
total energy = -23605.262 eV
total charge = +3

---

Entry from the OMol25 dataset: a structure of composition C46H39FeNO5S (ωB97M-V/def2-TZVPD).

Atoms and positions in Å:
Fe -0.399 1.860 0.478
O -1.955 1.065 1.774
N -2.859 1.790 2.360
C -3.852 1.143 3.009
C -4.845 1.808 3.681
C -4.817 3.205 3.679
C -3.820 3.852 3.006
C -2.796 3.166 2.303
S -1.543 3.900 1.428
H -3.777 0.069 2.929
H -5.617 1.242 4.183
H -5.579 3.771 4.202
H -3.772 4.932 2.976
C -1.221 -4.842 -0.177
C -0.267 -3.743 -0.604
C 0.881 -4.286 -1.444
O -0.992 -2.786 -1.329
C -0.450 -1.489 -1.013
C 0.029 -1.648 0.445
O 0.234 -3.082 0.544
C 1.293 -0.861 0.915
O 0.962 0.434 1.125
C 1.792 -1.388 2.284
C 3.015 -0.895 2.744
C 3.492 -1.204 4.007
C 2.746 -2.015 4.859
C 1.516 -2.487 4.427
C 1.044 -2.173 3.154
C 2.431 -1.013 -0.115
C 3.274 -2.120 -0.157
C 4.292 -2.208 -1.100
C 4.480 -1.181 -2.018
C 3.642 -0.071 -1.981
C 2.629 0.012 -1.035
C -1.496 -0.410 -1.382
O -1.028 0.834 -1.109
C -1.681 -0.546 -2.918
C -2.499 -1.503 -3.512
C -2.606 -1.591 -4.894
C -1.889 -0.720 -5.706
C -1.068 0.236 -5.120
C -0.967 0.323 -3.736
C -2.882 -0.597 -0.716
C -3.836 0.376 -1.021
C -5.092 0.370 -0.439
C -5.436 -0.625 0.474
C -4.499 -1.595 0.790
C -3.236 -1.579 0.200
H -1.724 -5.257 -1.052
H -1.970 -4.435 0.502
H -0.673 -5.637 0.332
H 0.481 -4.827 -2.305
H 1.500 -4.959 -0.848
H 1.503 -3.466 -1.797
H 0.405 -1.290 -1.666
H -0.753 -1.332 1.140
H 3.582 -0.234 2.097
H 4.445 -0.802 4.334
H 3.117 -2.266 5.846
H 0.913 -3.105 5.083
H 0.079 -2.552 2.846
H 3.131 -2.920 0.561
H 4.941 -3.078 -1.116
H 5.279 -1.242 -2.749
H 3.777 0.743 -2.684
H 1.973 0.873 -0.987
H -3.057 -2.185 -2.881
H -3.250 -2.342 -5.339
H -1.973 -0.785 -6.786
H -0.504 0.921 -5.743
H -0.346 1.066 -3.249
H -3.553 1.169 -1.704
H -5.805 1.147 -0.689
H -6.417 -0.634 0.935
H -4.743 -2.373 1.506
H -2.529 -2.350 0.467
C 4.859 4.128 1.278
C 3.881 3.415 2.019
C 2.680 3.108 1.446
C 2.355 3.492 0.113
C 1.071 3.127 -0.438
C 0.884 3.556 -1.743
C 1.855 4.268 -2.495
C 3.067 4.586 -1.952
C 3.348 4.202 -0.616
C 4.596 4.506 -0.005
H 5.819 4.357 1.728
H 4.094 3.104 3.036
H 1.944 2.529 1.990
H -0.058 3.319 -2.236
H 1.635 4.564 -3.518
H 3.821 5.119 -2.523
H 5.343 5.040 -0.585

Values from the calculation:
multiplicity = 5
<S²> = 6.01
HOMO-LUMO gap (spin up / spin down) = 5.4 / 5.3 eV
LUMO level (spin up / spin down) = 4.423 / 4.422 eV
total energy = -105286.098 eV
total charge = -2

---

Entry from the OMol25 dataset: a cluster of 5 separate species, H10O5 in total (ωB97M-V/def2-TZVPD).

Atoms and positions in Å:
O -2.855 0.651 -0.654
H -2.533 0.472 -1.546
H -3.209 1.547 -0.697
O 0.508 -0.776 0.127
H 0.901 0.106 0.101
H -0.373 -0.655 -0.246
O 2.904 0.540 1.694
H 2.052 0.814 2.058
H 2.796 -0.403 1.516
O 0.048 -3.273 -1.540
H 0.249 -2.800 -0.719
H -0.837 -3.631 -1.410
O 0.052 2.135 0.635
H -0.585 2.653 0.130
H 0.884 2.621 0.552

Values from the calculation:
relative energy (zero: lowest compared OMol25 entry of this formula, charge and spin) = 1.089 eV
HOMO-LUMO gap = 11.3 eV
LUMO level = 0.167 eV
total energy = -10399.760 eV

---

Entry from the OMol25 dataset: a cluster of 2 separate species, C2H9N in total at a distorted geometry (ωB97M-V/def2-TZVPD).

Atoms and positions in Å:
C 0.901 -0.436 1.683
N -0.053 0.119 2.644
H 0.533 -0.650 0.670
H 1.788 0.194 1.657
H 1.246 -1.425 2.009
H -0.358 1.015 2.242
H -0.952 -0.349 2.511
C -0.631 0.291 -2.685
H -1.387 -0.195 -2.074
H -1.089 1.117 -3.226
H 0.152 0.718 -2.058
H -0.149 -0.399 -3.372

Values from the calculation:
relative energy (zero: lowest compared OMol25 entry of this formula, charge and spin) = 0.465 eV
HOMO-LUMO gap = 10.7 eV
LUMO level = 0.920 eV
total energy = -3709.591 eV

---

Entry from the OMol25 dataset: a structure of composition NO7PRb8 at a distorted geometry (ωB97M-V/def2-TZVPD).

Atoms and positions in Å:
Rb -7.397 -6.275 -30.287
Rb -11.386 -10.932 -26.315
Rb -9.763 -5.124 -27.191
Rb -8.431 -12.250 -29.192
Rb -10.070 -9.416 -32.330
Rb -5.366 -9.842 -30.045
Rb -6.789 -11.582 -26.184
Rb -7.847 -7.640 -25.510
N -10.827 -8.336 -24.263
O -10.687 -8.245 -25.445
O -10.081 -7.687 -23.540
O -11.599 -9.145 -23.859
P -8.377 -9.059 -28.491
O -8.379 -9.483 -30.050
O -6.901 -9.235 -28.002
O -9.409 -9.835 -27.571
O -8.605 -7.584 -28.298

Values from the calculation:
multiplicity = 2
<S²> = 0.75
HOMO-LUMO gap (spin up / spin down) = 2.8 / 6.9 eV
LUMO level (spin up / spin down) = -8.275 / -8.490 eV
total energy = -30335.751 eV
total charge = +3

---

Entry from the OMol25 dataset: a structure of composition C22H43MgN4O3PS3SeSi at a distorted geometry (ωB97M-V/def2-TZVPD).

Atoms and positions in Å:
Mg 0.872 -0.241 0.457
C 0.319 -3.522 3.365
C -0.203 -2.669 4.498
C -1.708 -2.573 4.502
O 0.479 -1.392 4.253
P -0.039 -0.059 3.523
S 1.506 1.018 2.831
S -1.155 -0.674 1.983
O -0.775 0.549 4.783
C -1.843 1.631 5.018
C -1.120 2.946 5.038
C -2.970 1.566 4.003
H -0.072 -4.521 3.429
H 1.412 -3.603 3.337
H 0.077 -3.163 2.415
H 0.228 -3.021 5.477
H -2.134 -2.415 3.520
H -2.032 -1.832 5.255
H -2.148 -3.522 4.748
H -2.194 1.345 6.014
H -0.885 3.299 3.999
H -0.173 2.939 5.611
H -1.737 3.691 5.547
H -2.730 1.193 3.002
H -3.350 2.586 3.852
H -3.769 0.916 4.387
N 7.405 -2.085 -1.715
C 6.878 -2.218 -0.490
S 7.757 -3.070 0.622
C 5.543 -1.660 -0.419
C 4.758 -1.056 -1.499
C 3.492 -0.609 -1.186
N 2.979 -0.648 0.047
C 3.728 -1.009 1.082
C 4.982 -1.535 0.873
H 8.417 -2.230 -1.761
H 7.040 -1.327 -2.290
H 5.075 -0.873 -2.504
H 2.833 -0.270 -1.961
H 3.294 -0.836 2.094
H 5.546 -1.725 1.796
C -3.219 -1.398 -5.962
N -3.534 0.029 -5.539
C -3.598 1.177 -6.372
C -3.982 2.193 -5.583
N -4.066 1.753 -4.259
C -4.797 2.459 -3.123
C -3.672 0.434 -4.235
Se -3.436 -0.564 -2.613
H -3.778 -1.680 -6.900
H -3.422 -1.937 -4.994
H -2.106 -1.550 -6.171
H -3.302 0.987 -7.417
H -4.248 3.240 -5.800
H -5.146 3.447 -3.392
H -4.067 2.468 -2.280
H -5.685 1.881 -2.814
C 0.406 2.703 -2.099
Si 0.356 2.374 -0.199
C -1.267 3.040 0.475
C 1.604 3.785 0.425
H 0.703 3.746 -2.340
H -0.584 2.562 -2.569
H 1.087 2.082 -2.669
H -1.978 3.321 -0.312
H -1.098 3.945 1.088
H -1.763 2.315 1.162
H 1.394 4.716 -0.067
H 2.577 3.454 0.032
H 1.587 3.936 1.525
C 1.137 -3.419 -1.230
C 0.519 -2.401 -2.099
O -0.050 -1.315 -1.282
H 1.806 -4.155 -1.765
H 0.287 -3.931 -0.780
H 1.660 -2.922 -0.364
H -0.271 -2.854 -2.734
H 1.343 -2.022 -2.769
H -0.980 -1.222 -1.511

Values from the calculation:
relative energy (zero: lowest compared OMol25 entry of this formula, charge and spin) = 0.080 eV
HOMO-LUMO gap = 4.3 eV
LUMO level = -1.410 eV
total energy = -156080.371 eV

---

Entry from the OMol25 dataset: a structure of composition C24H28MgN5O2S3 (ωB97M-V/def2-TZVPD).

Atoms and positions in Å:
Mg -0.432 -0.730 0.437
C -2.219 -0.084 -2.109
C -3.327 -0.577 -1.175
N -2.807 -0.868 0.169
C -3.295 -2.125 0.758
C -2.667 -3.364 0.128
S -0.846 -3.315 0.074
C -0.526 -3.363 -1.706
C -1.173 -2.244 -2.508
N -1.008 -0.901 -1.921
H -2.575 -0.105 -3.144
H -1.965 0.950 -1.879
H -4.132 0.161 -1.147
H -3.776 -1.486 -1.576
H -3.056 -0.131 0.815
H -3.049 -2.090 1.817
H -4.383 -2.216 0.662
H -2.956 -4.241 0.704
H -3.015 -3.530 -0.892
H 0.557 -3.316 -1.794
H -0.840 -4.330 -2.100
H -0.779 -2.274 -3.527
H -2.240 -2.442 -2.602
H -0.213 -0.446 -2.353
O -0.839 -0.252 4.469
C -0.491 -0.273 3.310
O -1.065 -0.836 2.300
C 0.767 0.493 2.889
C 1.090 1.768 3.517
C 1.788 2.655 2.802
C 2.295 2.340 1.464
C 2.847 3.326 0.725
C 3.370 3.270 -0.638
C 2.985 2.426 -1.600
C 1.910 1.396 -1.390
C 2.261 0.888 1.143
N 1.351 0.047 1.849
H 0.671 1.989 4.488
H 1.977 3.651 3.186
H 2.939 4.288 1.219
H 4.120 4.013 -0.886
H 3.472 2.463 -2.566
H 1.787 0.828 -2.315
C 2.541 -3.327 -0.108
C 2.688 -1.838 -0.044
N 1.863 -0.966 -0.514
C 2.338 0.395 -0.320
C 3.565 0.385 0.542
S 4.109 -1.268 0.759
C 0.582 2.055 -1.013
C 0.209 3.275 -1.455
S -1.166 3.818 -0.615
C -1.262 2.336 0.216
N -0.303 1.489 -0.088
C -2.362 2.111 1.208
H 1.659 -3.666 0.433
H 3.407 -3.815 0.334
H 2.468 -3.646 -1.148
H 4.339 1.136 0.454
H 0.741 3.915 -2.140
H -2.479 2.990 1.840
H -2.138 1.263 1.853
H -3.319 1.948 0.707

Values from the calculation:
relative energy (zero: lowest compared OMol25 entry of this formula, charge and spin) = 2.222 eV
HOMO-LUMO gap = 7.8 eV
LUMO level = -2.991 eV
total energy = -74836.331 eV
total charge = +1

---

Entry from the OMol25 dataset: a cluster of 2 separate species, C4H3NO2 in total at a distorted geometry (ωB97M-V/def2-TZVPD).

Atoms and positions in Å:
O 2.576 -0.506 -0.062
C 1.534 -0.068 0.076
C 0.426 0.568 0.109
C 0.282 2.059 0.326
O -0.749 2.597 0.084
H -0.511 -0.036 -0.176
H 1.232 2.513 0.766
C -1.584 -2.423 -0.372
N -1.544 -2.238 0.746
H -1.663 -2.466 -1.497

Values from the calculation:
relative energy (zero: lowest compared OMol25 entry of this formula, charge and spin) = 2.541 eV
HOMO-LUMO gap = 10.4 eV
LUMO level = 0.594 eV
total energy = -9779.146 eV

---

Entry from the OMol25 dataset: a cluster of 2 separate species, C5H16N2O in total at a distorted geometry (ωB97M-V/def2-TZVPD).

Atoms and positions in Å:
N 0.795 1.974 -2.248
C 0.147 0.746 -1.727
C -0.827 0.868 -0.564
C -0.099 0.613 0.809
C -0.013 -0.828 1.224
C -1.457 -1.334 1.564
N -1.945 -1.294 2.926
H 0.347 2.843 -2.048
H 1.683 2.091 -2.037
H 0.857 0.013 -1.549
H -0.474 0.567 -2.640
H -1.694 0.243 -0.733
H -1.252 1.876 -0.582
H 0.923 0.985 0.668
H -0.482 1.316 1.629
H 0.311 -1.657 0.536
H 0.692 -0.720 2.038
H -2.121 -1.072 0.725
H -1.655 -2.528 1.324
H -2.564 -0.627 3.025
H -1.261 -1.005 3.466
O 2.884 -0.714 -1.564
H 2.931 -0.477 -2.478
H 2.230 -1.295 -1.409

Values from the calculation:
relative energy (zero: lowest compared OMol25 entry of this formula, charge and spin) = 3.163 eV
HOMO-LUMO gap = 9.8 eV
LUMO level = 0.891 eV
total energy = -10469.359 eV

---

Entry from the OMol25 dataset: a cluster of 2 separate species, C2H11N3 in total at a distorted geometry (ωB97M-V/def2-TZVPD).

Atoms and positions in Å:
N -1.785 -1.196 3.354
C -1.283 -2.215 2.369
N 0.119 -1.981 1.736
H -1.194 -1.210 4.160
H -1.649 -0.144 3.145
H -1.277 -3.256 2.758
H -1.908 -2.372 1.486
H 0.060 -1.089 1.256
H 0.831 -1.735 2.459
C 0.787 2.303 -3.653
N 1.923 1.735 -2.762
H 1.140 2.583 -4.691
H 0.446 3.230 -3.273
H -0.020 1.503 -3.925
H 2.412 2.566 -2.395
H 1.398 1.279 -2.026

Values from the calculation:
relative energy (zero: lowest compared OMol25 entry of this formula, charge and spin) = 1.344 eV
HOMO-LUMO gap = 10.0 eV
LUMO level = 0.805 eV
total energy = -6721.237 eV

---

Entry from the OMol25 dataset: an isolated molecule of C7H10 (ωB97M-V/def2-TZVPD).

Atoms and positions in Å:
C -0.982 -0.997 -1.765
C 0.112 -1.359 -1.107
C 1.303 -0.472 -0.849
C 1.123 0.010 0.543
C 1.343 0.531 1.707
C -0.102 0.271 1.348
C -1.058 1.356 0.862
H -1.847 -1.651 -1.820
H -1.069 -0.023 -2.243
H 0.126 -2.308 -0.572
H 1.291 0.399 -1.518
H 2.257 -0.989 -0.997
H 2.037 0.921 2.439
H -0.608 -0.594 1.795
H -2.057 0.944 0.669
H -1.165 2.165 1.590
H -0.705 1.795 -0.083

Values from the calculation:
relative energy (zero: lowest compared OMol25 entry of this formula, charge and spin) = 3.226 eV
HOMO-LUMO gap = 10.2 eV
LUMO level = 1.159 eV
total energy = -7417.809 eV

---

M (computed, g/mol): 602.97; 402.30; 773.73; 90.07; 47.10; 840.72; 670.14; 539.03; 97.07; 120.20; 77.13; 94.16